No. 1
DFT (ωB97M-V/def2-TZVPD) results for a 3-piece molecular cluster, C2H6N2S2 overall in a non-equilibrium geometry.

As for the largest force on an atom: 7.270 eV/Å. The HOMO energy is -8.472 eV. The HOMO-LUMO gap comes out at 8.1774 eV. The total charge is 0. The spin multiplicity is 1.

Last column: natural (NBO) charge in e.
CARTESIAN COORDINATES (ANGSTROEM)
1 C 1.1053 0.9188 0.1384  -0.602
2 C -0.0412 0.1015 -0.0246  0.384
3 H 2.9982 -0.0945 1.4219  0.165
4 H 0.6699 1.9672 -0.5548  0.291
5 H 1.3032 1.3519 1.1388  0.258
6 H 1.0411 -1.5590 0.3299  0.403
7 H -1.1840 1.5229 0.9400  0.362
8 H -1.5177 -1.5491 0.4006  0.272
9 N 0.0600 -1.2115 -0.1076  -0.718
10 N -1.2671 0.9547 -0.3642  -0.677
11 S 2.6509 -0.1753 -0.1277  -0.039
12 S -2.7288 -0.1975 0.0617  -0.099

---

No. 2
DFT (ωB97M-V/def2-TZVPD) results for a 3-piece molecular cluster, C5H13NO4 overall in a non-equilibrium geometry.

As for the largest force on an atom: 1.598 eV/Å. The HOMO energy is -9.943 eV. The HOMO-LUMO gap comes out at 10.3889 eV. The total charge is 0. As for the SMILES: CC(=O)NCCC=O.O.O. The spin multiplicity is 1.

Last column: natural (NBO) charge in e.
CARTESIAN COORDINATES (ANGSTROEM)
1 C -1.9574 1.6796 -1.5367  -0.736
2 C -1.7681 0.9265 -0.2551  0.674
3 O -2.5486 1.0194 0.6718  -0.596
4 N -0.7357 0.0103 -0.2018  -0.635
5 C 0.5364 0.1857 -0.8832  -0.221
6 C 1.3895 1.3197 -0.3256  -0.538
7 C 2.1903 0.9891 0.9081  0.463
8 O 1.9203 0.0644 1.6311  -0.552
9 H -1.6450 1.1221 -2.4069  0.226
10 H -2.9431 2.1367 -1.5828  0.257
11 H -1.4008 2.6311 -1.5253  0.232
12 H -0.7600 -0.3984 0.7174  0.395
13 H 1.0660 -0.7626 -0.8424  0.224
14 H 0.3386 0.4104 -1.9267  0.211
15 H 2.1284 1.5984 -1.0806  0.229
16 H 0.8154 2.2434 -0.2125  0.245
17 H 3.1030 1.5851 1.0668  0.122
18 O -0.7666 -3.7867 -0.0489  -0.947
19 H -0.2049 -3.8316 0.7342  0.482
20 H -1.1468 -2.9027 0.0054  0.465
21 O 0.4668 -2.2773 2.5061  -0.945
22 H 0.5248 -1.5466 1.8825  0.471
23 H 1.3975 -2.4159 2.7051  0.473

---

No. 3
DFT (ωB97M-V/def2-TZVPD) results for C22H45N2O2P3PdS as an isolated structure in a non-equilibrium geometry.

As for the largest force on an atom: 10.589 eV/Å. The HOMO energy (alpha / beta) is -16.924 / -19.726 eV. The expectation value of S² is 6.016. The HOMO-LUMO gap (alpha / beta) comes out at 4.5050 / 5.1736 eV. The total charge is +4. The spin multiplicity is 5.

Last column: Löwdin spin population.
CARTESIAN COORDINATES (ANGSTROEM)
1 P -2.5789 2.6467 0.5998  0.058
2 C -4.1337 2.0529 1.2587  0.021
3 H -4.7920 2.9174 1.4347  0.003
4 H -3.9781 1.5209 2.2071  0.000
5 H -4.6171 1.3783 0.5379  0.001
6 C -1.5657 3.4206 1.8549  0.023
7 H -0.5916 3.7246 1.4456  0.002
8 H -1.4046 2.7411 2.7025  0.001
9 H -2.0944 4.3128 2.2200  0.004
10 C -2.8288 3.7363 -0.8004  -0.002
11 H -3.5593 4.5114 -0.5285  -0.001
12 H -3.2137 3.1670 -1.6581  0.000
13 H -1.8859 4.2232 -1.0873  0.000
14 P 1.5119 0.2121 -3.2418  0.387
15 C 0.2588 -1.1046 -3.3500  0.060
16 H 0.2550 -1.5416 -4.3582  0.014
17 H -0.7230 -0.6692 -3.1272  0.000
18 H 0.4840 -1.8794 -2.6072  0.000
19 C 1.0098 1.3256 -4.5973  0.049
20 H 1.7056 2.1710 -4.6714  0.000
21 H 0.0043 1.7138 -4.3855  0.000
22 H 1.0014 0.7690 -5.5444  0.013
23 C 2.9999 -0.6038 -3.9184  0.054
24 H 2.8265 -0.8857 -4.9662  0.013
25 H 3.2158 -1.4973 -3.3176  0.000
26 H 3.8571 0.0791 -3.8518  0.000
27 P 2.7810 -1.1781 2.0713  0.108
28 C 2.2784 -2.8146 2.5572  0.030
29 H 2.8736 -3.1043 3.4347  0.007
30 H 2.4579 -3.5265 1.7403  0.001
31 H 1.2116 -2.8215 2.8204  0.000
32 C 4.5591 -1.0413 1.9863  0.004
33 H 4.9534 -1.2889 2.9826  0.002
34 H 4.8717 -0.0255 1.7087  0.001
35 H 4.9535 -1.7562 1.2511  0.000
36 C 2.1404 0.0462 3.2081  0.005
37 H 2.8145 0.0710 4.0767  0.002
38 H 1.1323 -0.2381 3.5387  0.000
39 H 2.1003 1.0447 2.7515  0.001
40 Pd 2.1965 1.5855 -0.5941  0.925
41 C -1.6075 1.1931 -0.0122  0.383
42 O -1.3210 1.0373 -1.2137  0.379
43 C 2.0945 -0.7840 0.3855  0.386
44 O 1.4795 -1.4843 -0.3858  0.395
45 C 4.1431 2.2976 -0.6459  0.102
46 C 3.5800 2.5356 0.6026  0.073
47 C 2.3379 3.1670 0.6999  0.056
48 C 1.6609 3.5586 -0.4543  0.100
49 C 2.2195 3.2987 -1.7049  0.080
50 C 3.4614 2.6686 -1.7998  0.086
51 H 5.0718 1.7347 -0.7271  0.009
52 H 4.0733 2.1681 1.5020  0.004
53 H 1.8584 3.2704 1.6712  0.004
54 H 0.6565 3.9742 -0.3840  0.010
55 H 1.6518 3.5137 -2.6078  0.002
56 H 3.8580 2.3922 -2.7756  0.002
57 C -3.2227 -4.0390 3.2868  0.000
58 C -3.3914 -3.0277 2.1708  0.001
59 N -2.1009 -2.3312 1.9326  0.008
60 C -1.9306 -1.4666 0.9031  0.040
61 S -1.1004 0.0570 1.2767  0.091
62 N -2.2924 -1.7529 -0.3425  0.000
63 C -2.4332 -3.1287 -0.8803  0.000
64 C -3.7737 -3.3138 -1.5613  0.000
65 H -2.4420 -4.7703 3.0500  0.000
66 H -4.1644 -4.5798 3.4164  0.000
67 H -2.9783 -3.5516 4.2371  0.000
68 H -3.6972 -3.5087 1.2386  0.000
69 H -4.1628 -2.2853 2.4367  0.000
70 H -1.6749 -1.9894 2.7986  0.001
71 H -2.1019 -1.0202 -1.0321  0.000
72 H -1.6108 -3.2903 -1.5935  0.000
73 H -2.2873 -3.8268 -0.0520  0.000
74 H -3.8188 -2.7524 -2.5009  0.000
75 H -3.9208 -4.3724 -1.7965  0.000
76 H -4.6012 -2.9862 -0.9218  0.000

---

No. 4
DFT (ωB97M-V/def2-TZVPD) results for an isolated ion of composition C2H2BrO3 and charge -1 in a non-equilibrium geometry.

As for the largest force on an atom: 4.312 eV/Å. The HOMO energy (alpha / beta) is -0.915 / -5.021 eV. The expectation value of S² is 2.011. The HOMO-LUMO gap (alpha / beta) comes out at 4.6893 / 6.9467 eV. The total charge is -1. The spin multiplicity is 3.

Last column: Löwdin spin population.
CARTESIAN COORDINATES (ANGSTROEM)
1 C -0.6404 0.2085 -0.0133  0.232
2 C -1.8044 -0.8080 -0.3408  0.562
3 O 0.5246 -0.5447 -0.4634  0.029
4 O -0.7368 1.3855 -0.4181  0.486
5 O -1.7921 -1.9879 -0.2702  0.375
6 Br -3.6182 0.0656 -0.1191  0.205
7 H -0.6302 -0.0011 1.1646  0.104
8 H 0.6837 -0.2326 -1.3661  0.007

---

No. 5
DFT (ωB97M-V/def2-TZVPD) results for a 10-piece molecular cluster, C7H27NO9 overall in a non-equilibrium geometry.

As for the largest force on an atom: 7.256 eV/Å. The HOMO energy (alpha / beta) is -12.562 / -12.561 eV. The expectation value of S² is 0.762. The HOMO-LUMO gap (alpha / beta) comes out at 9.3063 / 5.5465 eV. The total charge is +1. The spin multiplicity is 2.

Last column: Löwdin spin population.
CARTESIAN COORDINATES (ANGSTROEM)
1 C -0.2615 2.6767 -2.9646  0.032
2 C -1.1567 1.8094 -2.2737  0.170
3 C -2.5042 1.5891 -2.6248  0.390
4 N -2.8680 0.3874 -2.0050  0.061
5 C -1.8657 0.0655 -1.0832  0.221
6 C -0.7555 0.8988 -1.2369  0.023
7 C -2.2340 -2.2078 -0.1939  0.036
8 C -2.0912 -0.8971 0.0588  0.023
9 H 0.4441 1.9777 -3.6334  0.016
10 H -0.8394 3.3244 -3.6855  -0.001
11 H 0.3405 3.2965 -2.2959  0.009
12 H -3.2424 1.8461 -3.5266  0.007
13 H -3.7903 -0.0133 -1.8584  0.000
14 H 0.1913 0.7977 -0.7649  -0.001
15 H -2.6832 -2.8320 0.6440  0.002
16 H -2.2379 -2.6442 -1.2287  0.001
17 H -2.1371 -0.4079 0.9977  0.007
18 H 2.8788 1.8474 1.9151  0.000
19 H 4.0451 0.9811 1.4529  0.000
20 O 3.7601 1.9430 1.5358  0.000
21 H 4.1895 -1.1150 -0.8105  0.000
22 H 3.4234 -0.0117 -0.1675  0.000
23 O 3.8750 -0.9080 0.0363  0.000
24 H 0.9126 -1.9459 -1.8266  0.000
25 H 1.4770 -3.4762 -2.1756  0.000
26 O 1.0200 -2.7290 -2.5629  0.000
27 H -3.4588 1.2581 1.7372  0.000
28 H -2.4101 1.6895 0.6494  0.000
29 O -3.0033 1.9656 1.3917  0.002
30 H -0.3607 -0.9245 2.2118  0.000
31 H -1.7835 -0.8534 3.0272  0.000
32 O -1.0558 -0.3020 2.7095  0.002
33 H 2.3369 2.3479 0.1864  0.000
34 H 3.1864 2.1504 -1.0300  0.000
35 O 2.3124 2.1115 -0.7302  0.000
36 H -1.5655 1.1306 4.3375  0.000
37 H -0.3358 0.8680 3.6846  0.000
38 O -0.6501 1.2793 4.4704  0.000
39 H 1.4981 -1.2302 2.4942  0.000
40 H 1.4228 -1.9395 1.1339  0.000
41 O 1.1158 -1.1167 1.5371  0.000
42 H 1.5082 -4.3127 1.5748  0.000
43 H 1.9316 -4.3619 0.1341  0.000
44 O 1.4211 -4.0127 0.7582  0.000

---

No. 6
DFT (ωB97M-V/def2-TZVPD) results for a 2-piece molecular cluster, CHIS2 overall in a non-equilibrium geometry.

As for the largest force on an atom: 2.167 eV/Å. The HOMO energy is -9.701 eV. The HOMO-LUMO gap comes out at 9.6590 eV. The total charge is 0. The spin multiplicity is 1.

Last column: natural (NBO) charge in e.
CARTESIAN COORDINATES (ANGSTROEM)
1 C -1.9098 0.9964 -0.0158  -0.374
2 S -1.8522 -0.0499 -1.1195  0.220
3 S -1.8344 2.0265 1.1630  0.155
4 I 2.9448 -0.7365 0.1859  -0.096
5 H 2.6516 -2.2365 -0.2137  0.096

---

No. 7
DFT (ωB97M-V/def2-TZVPD) results for an isolated ion of composition C10H14N3O2 and charge +1 in a non-equilibrium geometry.

As for the largest force on an atom: 5.969 eV/Å. The HOMO energy (alpha / beta) is -9.841 / -13.635 eV. The expectation value of S² is 2.022. The HOMO-LUMO gap (alpha / beta) comes out at 5.8320 / 6.7365 eV. The total charge is +1. The spin multiplicity is 3.

Last column: Löwdin spin population.
CARTESIAN COORDINATES (ANGSTROEM)
1 C -2.3879 -1.4405 -0.6252  0.330
2 C -2.3490 -0.2327 0.0075  0.370
3 C -1.2815 -1.9155 -1.4763  0.100
4 C -1.3112 1.9499 -0.3587  0.021
5 C 0.0728 2.4731 -0.1705  0.008
6 C 1.4759 0.3105 2.3059  0.011
7 C 1.9085 1.3977 1.2519  0.004
8 C 0.5867 -0.6607 1.4401  0.028
9 C 0.9481 1.3067 0.0320  0.029
10 C 0.0053 0.2020 0.3796  0.264
11 N -1.2489 0.5520 0.1365  0.075
12 N -0.1000 -1.5751 -1.0648  0.426
13 N 1.1024 -1.8683 -1.7657  0.243
14 O -1.5356 -2.8588 -2.3855  0.019
15 O -2.3106 2.3751 -0.8635  0.001
16 H -3.3217 -1.9627 -0.7972  0.012
17 H -3.3405 0.1601 0.2815  0.015
18 H 0.3413 3.0394 -0.9904  0.000
19 H -0.0111 3.0739 0.7248  0.000
20 H 2.3750 -0.3248 2.6259  0.001
21 H 0.9839 0.7525 3.1181  0.000
22 H 1.7502 2.4031 1.6343  0.000
23 H 2.9881 1.3479 0.8629  0.000
24 H 1.2564 -1.1481 0.8426  0.009
25 H -0.0695 -1.3598 1.9520  0.001
26 H 1.3175 0.8571 -0.8783  0.012
27 H -0.9028 -2.6830 -3.0625  0.001
28 H 1.7854 -1.2872 -1.2994  0.006
29 H 1.2731 -2.8838 -1.8576  0.013

---

No. 8
DFT (ωB97M-V/def2-TZVPD) results for C23H14Cl2N2O3Rh as an isolated structure.

As for the largest force on an atom: 0.050 eV/Å. The HOMO energy is -10.878 eV. The HOMO-LUMO gap comes out at 6.8604 eV. The total charge is +1. The spin multiplicity is 1.

Last column: natural (NBO) charge in e.
CARTESIAN COORDINATES (ANGSTROEM)
1 Rh 0.8399 -1.0339 -0.0461  1.265
2 Cl -1.5423 -0.5219 -6.7207  0.035
3 C -0.9882 -1.0013 -5.1541  -0.091
4 C -0.2389 -2.1881 -5.0205  -0.148
5 C 0.2098 -2.6049 -3.7990  -0.225
6 C -0.0381 -1.8474 -2.6317  0.420
7 O 0.3780 -2.3103 -1.4885  -0.664
8 C -0.7994 -0.6502 -2.7778  -0.270
9 C -1.2651 0.0462 -1.6414  0.228
10 N -0.7553 -0.0198 -0.4457  -0.394
11 C -1.5233 0.2019 0.7356  0.192
12 C -2.3995 1.2158 0.9772  -0.221
13 C -3.1705 1.1854 2.1645  -0.176
14 C -3.0693 0.1539 3.0547  -0.169
15 C -2.1537 -0.9030 2.8216  -0.078
16 C -1.9691 -2.0260 3.6633  -0.078
17 C -1.0496 -2.9803 3.3303  -0.252
18 C -0.2623 -2.8131 2.1754  0.111
19 N -0.4084 -1.7778 1.3841  -0.398
20 C -1.3628 -0.8420 1.6715  0.136
21 C -1.2840 -0.2603 -4.0537  -0.146
22 H -0.0261 -2.7733 -5.9054  0.242
23 H 0.7760 -3.5199 -3.6942  0.234
24 H -2.1704 0.6420 -1.7411  0.218
25 H -2.5157 2.0295 0.2731  0.237
26 H -3.8613 1.9948 2.3553  0.240
27 H -3.6803 0.1354 3.9475  0.236
28 H -2.5619 -2.1208 4.5643  0.238
29 H -0.8941 -3.8527 3.9475  0.249
30 H 0.5056 -3.5291 1.9114  0.226
31 H -1.8852 0.6353 -4.1461  0.231
32 Cl 4.3321 5.2173 0.9858  0.038
33 C 3.4906 3.7089 1.0586  -0.096
34 C 2.9284 3.2900 2.2812  -0.144
35 C 2.2569 2.1040 2.3770  -0.232
36 C 2.0953 1.2585 1.2544  0.415
37 O 1.4581 0.1381 1.4314  -0.694
38 C 2.6694 1.6860 0.0240  -0.303
39 C 2.6347 0.9249 -1.1672  0.432
40 O 2.0436 -0.1591 -1.3854  -0.590
41 C 3.3711 2.9209 -0.0419  -0.136
42 H 3.0377 3.9241 3.1512  0.242
43 H 1.8310 1.7785 3.3162  0.230
44 H 3.2054 1.3143 -2.0149  0.179
45 H 3.8112 3.2293 -0.9818  0.234